The following is a quantum chemistry calculation of the molecule C3H7NO2, from OMol25.

Each line ends with the Löwdin charge.
Positions of all 13 atoms, in Å:
H (-0.35, -0.62, -2.46)  0.07
C (-0.34, 1.79, 1.07)  -0.06
H (0.60, -2.32, -0.35)  0.10
C (0.08, -0.40, 0.21)  -0.42
C (0.40, -1.31, -0.72)  -0.18
H (-0.36, 2.79, 0.65)  0.09
O (0.10, 0.93, 0.02)  -0.04
H (0.36, 1.78, 1.92)  0.10
N (0.48, -1.10, -2.13)  0.01
H (-0.61, -1.70, 1.32)  0.12
O (-0.32, -0.79, 1.45)  0.06
H (-1.33, 1.51, 1.43)  0.09
H (1.29, -0.57, -2.41)  0.07

- SMILES string = CO/C(O)=C\N
- E_tot (eV) = -8808.1621
- HOMO (eV) = -8.079
- frontier orbital gap (eV) = 8.87

---

The following is a quantum chemistry calculation of the molecule C7H3NO5, from OMol25.

Each line ends with the Löwdin charge.
Positions of all 16 atoms, in Å:
C (1.50, -1.30, -0.19)  -0.36
O (2.58, -1.49, 0.24)  0.20
C (1.05, 1.16, 0.79)  -0.06
C (0.14, 1.18, 2.06)  -0.24
C (-0.51, -1.68, -1.16)  -0.36
N (-1.70, 0.58, -0.59)  0.20
O (-2.94, 0.37, -2.62)  0.24
O (0.76, -2.19, -0.96)  0.15
H (2.08, 1.08, 1.15)  0.12
O (-1.38, -2.29, -1.69)  0.20
H (-0.81, 1.76, 2.03)  0.13
O (0.49, 0.53, 3.01)  0.07
H (0.93, 2.07, 0.18)  0.12
C (-2.26, 0.59, -1.70)  -0.24
C (0.62, -0.08, 0.01)  -0.06
C (-0.57, -0.27, -0.56)  -0.12

- SMILES string = O=C=NC1=C(CC=O)C(=O)OC1=O
- E_tot (eV) = -19034.2069
- HOMO (eV) = -10.219
- frontier orbital gap (eV) = 9.13

---

The following is a quantum chemistry calculation of the molecule C5H9NO, from OMol25.

Each line ends with the Löwdin charge.
Positions of all 16 atoms, in Å:
H (2.60, -0.45, 0.52)  0.02
H (-2.66, -0.81, 0.64)  0.08
O (1.24, -1.24, -0.65)  -0.20
H (0.48, 0.18, -1.88)  0.14
N (0.03, 0.28, 1.49)  0.07
C (0.32, 0.91, 0.21)  -0.26
H (0.70, 1.93, 0.30)  0.14
C (-1.92, -0.41, -0.06)  -0.05
H (0.21, -0.72, 1.42)  0.09
H (-1.64, 1.50, 0.98)  0.13
H (-1.31, -1.25, -0.43)  0.08
H (2.00, 0.56, -1.11)  0.11
C (2.49, -1.31, -0.21)  0.08
C (0.99, 0.16, -0.92)  -0.18
H (-2.46, 0.02, -0.91)  0.08
C (-1.08, 0.64, 0.61)  -0.32

- E_tot (eV) = -8863.4425
- HOMO (eV) = -8.703
- frontier orbital gap (eV) = 8.81

---

Question: What is the frontier orbital gap in the third record?
Answer: 8.81 eV